ORCA calculation (ωB97M-V/def2-TZVPD) on a molecular structure, C39H29CuN6O3P in a non-equilibrium geometry.

```
79
Properties=species:S:1:pos:R:3
Cu 0.737 -0.424 0.450
C 3.960 -1.558 3.031
C 3.296 -1.427 1.820
N 2.445 -0.435 1.609
C 2.274 0.481 2.576
C 2.976 0.337 3.777
N 3.790 -0.676 4.007
C 1.329 1.561 2.260
C 0.880 2.476 3.194
C -0.104 3.396 2.805
C -0.471 3.446 1.474
C 0.050 2.514 0.549
N 0.870 1.543 1.004
C -0.337 2.481 -0.824
C -1.412 3.264 -1.337
N -1.980 3.185 -2.489
C -1.686 2.081 -3.323
C -0.642 1.100 -2.729
N 0.248 1.580 -1.720
C -0.784 4.207 3.825
C -0.111 4.719 4.934
C -0.843 5.353 5.925
N -2.154 5.513 5.878
C -2.789 5.072 4.807
C -2.162 4.416 3.761
H 4.632 -2.380 3.233
H 3.454 -2.121 1.008
H 2.880 1.042 4.591
H 1.214 2.431 4.215
H -1.178 4.192 1.156
H -1.797 4.061 -0.718
H -1.509 2.435 -4.343
H -0.081 0.610 -3.526
H 0.962 4.638 5.020
H -0.357 5.752 6.806
H -3.857 5.249 4.789
H -2.738 4.049 2.926
O 2.428 1.770 -1.093
C 1.563 1.161 -1.693
C 1.907 -0.032 -2.540
C 2.999 0.134 -3.387
C 3.438 -0.899 -4.196
C 2.793 -2.123 -4.162
C 1.711 -2.304 -3.319
C 1.264 -1.281 -2.489
P -0.096 -1.596 -1.247
C 0.011 -3.394 -1.036
C 1.204 -3.891 -0.516
C 1.300 -5.216 -0.139
C 0.205 -6.053 -0.281
C -0.982 -5.562 -0.799
C -1.088 -4.233 -1.170
C -1.451 -1.202 -2.393
C -1.800 0.227 -2.211
C -2.743 0.931 -3.198
C -2.965 0.114 -4.428
C -2.578 -1.161 -4.531
C -1.799 -1.843 -3.516
H 3.506 1.087 -3.399
H 4.290 -0.755 -4.842
H 3.139 -2.947 -4.771
H 1.204 -3.260 -3.283
H 2.045 -3.217 -0.404
H 2.224 -5.595 0.272
H 0.273 -7.084 0.029
H -1.836 -6.214 -0.907
H -2.023 -3.830 -1.528
H -2.019 0.447 -1.162
H -3.699 1.286 -2.800
H -3.502 0.588 -5.238
H -2.797 -1.719 -5.432
H -1.484 -2.856 -3.716
C -2.343 -2.173 2.640
C -1.451 -1.653 1.517
O -1.781 -1.870 0.337
O -0.430 -1.021 1.891
H -3.390 -2.041 2.382
H -2.100 -1.649 3.559
H -2.154 -3.236 2.779
```

Summary:
energy relative to the best compared isomer or geometry (same formula, charge and spin)	1.4183	eV
spin multiplicity	2
<S²>	0.786
charge	0
HOMO (spin up / spin down)	-7.272 / -7.263	eV
frontier orbital gap (spin up / spin down)	6.6 / 5.4	eV

=====

ORCA calculation (ωB97M-V/def2-TZVPD) on 2 unconnected molecules or ions with the total composition CH5N2O4S2 in a non-equilibrium geometry.

```
14
Properties=species:S:1:pos:R:3
C -0.933 1.361 -0.196
N 1.510 -1.290 -0.498
N -0.713 -1.390 0.271
O 2.290 1.074 -0.783
O 3.214 -0.196 1.131
O -2.430 -0.509 -1.300
O -2.670 -0.110 1.114
S 2.627 -0.228 -0.217
S -1.778 -0.247 -0.038
H -1.591 2.011 -0.753
H -0.768 1.742 0.804
H 0.003 1.208 -0.716
H 1.641 -2.177 -0.038
H -0.403 -1.250 1.220
```

Summary:
energy relative to the best compared isomer or geometry (same formula, charge and spin)	2.1415	eV
charge	-1
HOMO (spin up / spin down)	-4.410 / -5.435	eV
frontier orbital gap (spin up / spin down)	6.3 / 7.8	eV

=====

ORCA calculation (ωB97M-V/def2-TZVPD) on a single C18H21N5O2 molecule in a non-equilibrium geometry.

```
46
Properties=species:S:1:pos:R:3
C -7.813 -0.748 0.743
C -6.492 -0.116 0.419
C -5.356 -0.884 0.256
C -4.150 -0.255 -0.043
C -4.100 1.154 -0.176
C -5.242 1.929 -0.012
C -6.419 1.279 0.283
H -7.323 1.856 0.415
H -5.205 3.003 -0.112
N -2.816 1.525 -0.472
C -2.041 0.408 -0.529
C -2.818 -0.723 -0.270
C -2.170 -1.978 -0.280
N -0.899 -2.076 -0.504
N -0.182 -0.983 -0.750
C -0.630 0.327 -0.793
O 0.125 1.252 -1.060
C 1.244 -1.176 -0.856
H 1.612 -0.581 -1.695
H 1.431 -2.239 -1.015
C 1.899 -0.708 0.453
O 1.241 -0.512 1.454
N 3.237 -0.553 0.413
C 4.048 -0.708 -0.778
H 3.865 0.120 -1.477
C 5.527 -0.723 -0.377
N 5.960 0.489 0.298
C 6.560 1.473 -0.575
H 6.930 2.295 0.036
H 7.405 1.024 -1.095
H 5.860 1.884 -1.319
C 4.898 1.074 1.109
C 3.915 0.008 1.569
H 3.149 0.440 2.216
H 4.438 -0.777 2.124
H 5.357 1.559 1.976
H 4.339 1.840 0.547
H 5.698 -1.570 0.295
H 6.141 -0.876 -1.266
H 3.801 -1.646 -1.282
H -2.690 -2.905 -0.099
H -2.472 2.462 -0.607
H -5.397 -1.958 0.359
H -8.191 -0.372 1.692
H -7.721 -1.829 0.810
H -8.548 -0.509 -0.026
```

Summary:
energy relative to the best compared isomer or geometry (same formula, charge and spin)	1.7273	eV
structure (SMILES)	Cc1ccc2[nH]c3c(=O)n(CC(=O)N4CCN(C)CC4)ncc3c2c1
charge	0
HOMO	-8.051	eV
frontier orbital gap	8.6	eV

=====

ORCA calculation (ωB97M-V/def2-TZVPD) on a molecular structure, C19H35O3RuSSi in a non-equilibrium geometry.

```
60
Properties=species:S:1:pos:R:3
Ru -0.431 0.002 -3.270
C 2.449 -0.100 -5.474
C 0.984 -0.057 -5.215
C 0.215 -1.250 -5.134
C -1.194 -1.217 -5.067
C -1.871 0.025 -5.019
C -1.125 1.226 -5.074
C 0.284 1.179 -5.141
H 2.562 -0.147 -6.565
H 2.921 -0.991 -5.063
H 2.962 0.795 -5.130
H 0.718 -2.208 -5.205
H -1.766 -2.137 -5.086
H -2.954 0.055 -5.007
H -1.642 2.178 -5.095
H 0.841 2.107 -5.220
C 1.461 -2.508 2.851
C 0.560 -2.780 1.666
C 1.345 -2.920 0.377
C -0.353 -3.964 1.903
O -0.356 -1.600 1.487
Si -0.233 -0.043 1.441
S -0.410 0.016 -1.356
O -1.533 0.812 1.492
C -2.733 0.864 2.442
C -2.186 0.627 3.833
C -3.696 -0.220 2.017
C -3.322 2.246 2.282
O 1.191 0.594 1.527
C 1.891 1.920 1.487
C 2.827 1.918 2.679
C 0.864 3.029 1.577
C 2.650 1.952 0.178
H 2.099 -3.376 3.016
H 0.879 -2.348 3.760
H 2.101 -1.641 2.681
H 2.013 -3.778 0.445
H 1.959 -2.031 0.198
H 0.673 -3.085 -0.470
H 0.252 -4.867 1.980
H -1.062 -4.085 1.084
H -0.911 -3.848 2.831
H -1.729 -0.364 3.921
H -3.006 0.676 4.550
H -1.454 1.387 4.113
H -3.238 -1.209 2.085
H -4.046 -0.060 0.997
H -4.563 -0.202 2.676
H -2.608 3.018 2.569
H -4.196 2.328 2.927
H -3.632 2.423 1.253
H 2.273 1.823 3.613
H 3.375 2.860 2.697
H 3.545 1.101 2.613
H 0.319 2.996 2.521
H 0.139 2.975 0.760
H 1.372 3.991 1.517
H 3.370 1.136 0.117
H 3.194 2.892 0.098
H 1.962 1.888 -0.672
```

Summary:
energy relative to the best compared isomer or geometry (same formula, charge and spin)	0.9540	eV
charge	+3
HOMO	-19.180	eV
frontier orbital gap	5.1	eV

=====

ORCA calculation (ωB97M-V/def2-TZVPD) on a molecular structure, C31H53AlF5N2O2 in a non-equilibrium geometry.

```
94
Properties=species:S:1:pos:R:3
C 2.100 -1.107 -0.875
C 0.917 -0.346 0.028
C -0.196 -1.537 0.366
C -1.083 -1.250 1.714
C -0.639 -2.110 3.037
Al 1.316 -2.731 3.060
C 1.450 -4.806 3.283
F 2.885 -5.061 3.658
F 0.635 -5.317 4.416
C 1.137 -5.614 1.874
C -0.203 -5.247 1.002
C -0.651 -5.907 -0.430
C 0.361 -7.069 -1.070
C 1.704 -7.489 -0.175
C 2.642 -8.689 -0.851
F 1.719 -9.646 -1.565
F 3.395 -9.317 0.259
F 3.531 -8.066 -1.873
C 2.118 -6.811 1.261
H 1.635 -2.072 -1.393
H 2.501 -0.428 -1.740
H 2.962 -1.528 -0.170
H 0.443 0.573 -0.522
H 1.419 -0.059 1.067
H 0.307 -2.592 0.313
H -0.963 -1.498 -0.549
H -1.170 -0.077 1.917
H -2.198 -1.589 1.456
H -0.766 -1.373 3.968
H -1.372 -3.011 3.256
H 2.036 -2.134 4.359
H 2.163 -2.293 1.788
H -0.916 -4.409 1.453
H -1.635 -5.557 -1.007
H 0.100 -7.547 -2.110
H 3.090 -7.156 1.860
C -0.399 4.873 3.932
C 0.615 3.698 4.044
C 1.564 3.922 5.251
C 2.626 4.994 5.010
C 3.391 4.715 3.720
C 2.461 4.534 2.492
N 1.352 3.554 2.744
O 1.907 2.262 2.705
C 1.873 5.911 2.084
C 3.344 4.137 1.264
C -0.280 2.456 4.378
H -1.356 4.645 4.418
H -0.035 5.791 4.400
H -0.651 5.096 2.888
H 2.078 2.986 5.503
H 0.982 4.198 6.145
H 2.168 5.987 4.976
H 3.326 5.009 5.852
H 4.097 5.535 3.542
H 4.002 3.815 3.864
H 1.156 5.806 1.261
H 2.663 6.589 1.738
H 1.376 6.434 2.902
H 3.935 3.233 1.444
H 4.063 4.929 1.022
H 2.729 3.972 0.372
H -0.969 2.232 3.554
H -0.885 2.641 5.275
H 0.307 1.557 4.591
C -3.446 1.071 -6.510
C -3.641 1.347 -4.991
C -2.549 2.325 -4.480
C -1.171 1.683 -4.324
C -1.258 0.420 -3.473
C -2.311 -0.591 -3.996
N -3.649 0.043 -4.246
O -4.258 0.265 -2.998
C -1.786 -1.258 -5.294
C -2.393 -1.779 -2.983
C -5.013 2.100 -4.917
H -4.074 1.717 -7.135
H -2.418 1.237 -6.841
H -3.731 0.046 -6.777
H -2.842 2.739 -3.507
H -2.462 3.185 -5.162
H -0.741 1.456 -5.303
H -0.489 2.395 -3.849
H -0.268 -0.051 -3.436
H -1.494 0.710 -2.441
H -2.539 -1.927 -5.726
H -0.894 -1.864 -5.091
H -1.486 -0.544 -6.062
H -2.635 -1.452 -1.967
H -1.434 -2.307 -2.914
H -3.146 -2.513 -3.294
H -5.836 1.457 -5.252
H -5.005 2.990 -5.559
H -5.244 2.459 -3.908
```

Summary:
spin multiplicity	3
<S²>	2.009
charge	-1
HOMO (spin up / spin down)	-5.375 / -5.375	eV
frontier orbital gap (spin up / spin down)	7.5 / 6.7	eV

=====

ORCA calculation (ωB97M-V/def2-TZVPD) on 6 unconnected molecules or ions with the total composition CH14NO6 in a non-equilibrium geometry.

```
22
Properties=species:S:1:pos:R:3
N -1.071 -2.198 0.092
C -0.650 -0.993 0.762
O -1.219 0.152 0.201
H -0.737 -2.307 -0.856
H -2.080 -2.302 0.018
H 0.414 -0.973 0.686
H -0.880 -1.062 1.859
H 1.545 -0.680 -1.604
H 2.450 -1.922 -1.685
O 2.250 -1.165 -1.132
H -3.990 0.635 -0.628
H -2.742 0.448 0.314
O -3.772 0.573 0.307
H 0.972 1.652 -1.430
H -0.260 0.606 -1.027
O 0.453 0.875 -1.644
H 2.929 0.337 0.087
H 2.319 1.401 0.998
O 3.143 1.153 0.545
H -0.028 1.492 0.810
H 0.469 2.043 2.134
O 0.486 2.237 1.192
```

Summary:
energy relative to the best compared isomer or geometry (same formula, charge and spin)	0.0000	eV
spin multiplicity	2
<S²>	0.756
charge	0
HOMO (spin up / spin down)	-10.678 / -10.677	eV
frontier orbital gap (spin up / spin down)	11.0 / 6.4	eV

=====

ORCA calculation (ωB97M-V/def2-TZVPD) on a molecular structure, C3H5FO in a non-equilibrium geometry.

```
10
Properties=species:S:1:pos:R:3
C -0.427 -0.215 0.042
C 0.273 -0.282 1.335
C 0.302 0.276 -1.201
O -1.207 0.637 0.780
F -0.008 -1.198 2.244
H -0.933 -1.282 -0.204
H 0.878 0.607 1.561
H -0.315 1.085 -1.523
H 0.236 -0.451 -1.968
H 1.203 0.824 -1.064
```

Summary:
energy relative to the best compared isomer or geometry (same formula, charge and spin)	2.4398	eV
charge	0
HOMO	-10.011	eV
frontier orbital gap	10.7	eV

=====

ORCA calculation (ωB97M-V/def2-TZVPD) on 17 unconnected molecules or ions with the total composition H35NO16 in a non-equilibrium geometry.

```
52
Properties=species:S:1:pos:R:3
N -0.785 -0.540 -0.165
H -1.408 -1.307 0.128
H -0.041 -0.885 -0.711
H -0.432 -0.147 0.664
H 2.320 0.429 -1.082
H 2.505 -0.180 0.243
O 2.488 -0.439 -0.724
H -0.085 -3.448 -0.298
H -0.839 -4.841 -0.244
O -0.951 -3.915 -0.523
H -3.678 -2.535 0.384
H -2.154 -3.150 0.384
O -2.825 -2.609 0.862
H 0.969 -2.718 -2.028
H 1.732 -1.393 -1.905
O 1.184 -1.912 -2.538
H -1.050 2.149 -2.101
H -0.688 3.624 -2.565
O -0.397 2.948 -1.955
H -2.247 -1.576 2.124
H -2.103 -0.073 2.284
O -1.758 -0.875 2.617
H 2.315 3.609 1.255
H 2.066 2.544 0.158
O 1.848 2.791 1.094
H -0.135 -1.455 2.621
H 1.360 -0.969 2.558
O 0.783 -1.776 2.567
H -0.676 3.400 -0.335
H 0.174 3.274 0.923
O -0.710 3.548 0.638
H -1.704 2.406 1.243
H -2.240 1.081 0.640
O -2.220 1.536 1.506
H -0.771 1.364 2.392
H -0.270 0.580 3.671
O 0.061 1.101 2.869
H -1.769 0.473 -1.393
H -1.628 0.369 -2.912
O -1.999 1.003 -2.250
H 3.072 0.601 2.400
H 1.624 0.921 1.986
O 2.370 0.257 1.867
H 1.135 -2.532 1.049
H 1.891 -2.003 -0.195
O 1.363 -2.717 0.144
H 1.215 2.394 -1.718
H 2.664 2.373 -2.207
O 2.093 2.097 -1.498
H -0.564 -0.802 -4.700
H -0.199 -1.227 -3.365
O -0.904 -0.846 -3.857
```

Summary:
energy relative to the best compared isomer or geometry (same formula, charge and spin)	0.0000	eV
charge	0
HOMO	-10.303	eV
frontier orbital gap	10.3	eV

=====

ORCA calculation (ωB97M-V/def2-TZVPD) on 3 unconnected molecules or ions with the total composition C4H14O4 in a non-equilibrium geometry.

```
22
Properties=species:S:1:pos:R:3
C -1.421 -0.421 -1.328
C -0.032 -1.100 -1.332
C 1.219 -0.355 -1.888
O 1.970 0.238 -0.805
C -1.576 0.574 -0.165
O -0.454 1.493 -0.081
H -2.050 -1.304 -1.122
H -1.802 0.158 -2.161
H 0.070 -2.027 -1.903
H 0.194 -1.283 -0.278
H 1.045 0.518 -2.536
H 1.884 -1.111 -2.299
H 1.387 0.864 -0.366
H -1.553 0.067 0.805
H -2.431 1.215 -0.405
H -0.524 2.088 -0.821
H -0.071 0.909 1.882
H 0.293 1.704 3.300
O -0.069 0.919 2.852
H 2.013 -0.994 3.164
H 0.649 -0.691 2.748
O 1.263 -1.461 2.740
```

Summary:
energy relative to the best compared isomer or geometry (same formula, charge and spin)	1.1719	eV
structure (SMILES)	OCCCCO.O.O
charge	0
HOMO	-9.716	eV
frontier orbital gap	10.1	eV